# 1
Molecular formula: C4H10NO3
Method: DFT, wB97M-V/def2-TZVPD

Geometry as XYZ:
```
18
Properties=species:S:1:pos:R:3:lowdin_charge:R:1
C -2.49545 -1.34631 -0.74262 -0.141
N -1.66459 -0.09767 -1.15060 -0.091
C 0.87995 -0.35652 -1.57007 -0.089
C -0.31197 -0.24481 -0.57487 -0.340
C -0.12949 1.12930 0.23779 -0.756
O -0.32482 1.13694 1.42426 -0.047
O 0.33388 2.14755 -0.37500 -0.113
H -3.13513 -1.10672 0.18922 0.074
H -1.91548 -2.25524 -0.57132 0.052
H -3.40086 -1.33364 -1.48215 0.075
H -2.23922 0.64460 -0.70473 0.100
H 0.70212 0.43015 -2.40929 0.093
H 1.85830 0.03355 -1.23290 0.066
H 0.96926 -1.31114 -2.05437 0.032
H -0.45678 -1.16732 -0.02626 0.087
H 3.58737 0.96293 2.95752 0.047
H 3.62309 1.24465 4.48237 0.084
O 4.11982 1.48970 3.60302 -0.132
```

As for the energy above the lowest of the compared OMol25 structures with the same formula, charge and spin: 2.972 eV. The value obtained for the lowest unoccupied orbital energy is 0.130 Ha. The energy comes out at -11942.4245 eV. For the HOMO-LUMO gap, the calculation gives 7.36 eV. As for the charge: -1.

# 2
Molecular formula: C13H23F2NO4
Method: DFT, wB97M-V/def2-TZVPD

Geometry as XYZ:
```
43
Properties=species:S:1:pos:R:3:lowdin_charge:R:1
C 2.22850 -1.11423 2.46464 -0.114
C 1.72249 -2.10242 1.26683 -0.148
C 2.12763 -1.41192 -0.15517 -0.185
F 2.69447 -2.42475 -1.01605 -0.032
C 0.83493 -0.82807 -0.88740 -0.328
F 0.18729 0.04917 0.09343 -0.021
C -0.27955 -1.97603 -1.18957 -0.077
C -1.73846 -1.33533 -1.40905 -0.174
C -2.72473 -1.72592 -0.20299 -0.198
C -2.87366 -0.56657 0.91395 -0.203
C -3.29388 0.86563 0.31061 -0.271
N -4.08454 1.68579 1.30847 -0.047
O 1.05575 -0.19622 -2.15401 0.055
C 2.31316 0.45476 -2.26096 -0.296
O 3.25627 -0.18417 -2.80496 0.099
C 2.64993 1.95497 -1.81263 -0.069
O 1.55836 2.89124 -1.96282 -0.030
C 0.68623 2.90827 -0.83674 -0.388
C 1.11778 3.01018 0.69297 -0.006
O -0.54851 2.78584 -1.07578 0.049
H 1.46559 -1.09684 3.33252 0.085
H 2.31318 -0.02097 2.11730 0.060
H 3.27090 -1.43975 2.79770 0.078
H 2.19359 -3.13368 1.38275 0.124
H 0.57398 -2.13114 1.38955 0.103
H 2.90326 -0.60938 0.14965 0.152
H 0.03849 -2.41460 -2.21165 0.136
H -0.24042 -2.84155 -0.45348 0.113
H -1.64862 -0.20204 -1.58515 0.114
H -2.15389 -1.76755 -2.39518 0.118
H -3.77893 -1.94526 -0.61514 0.114
H -2.29214 -2.64161 0.34629 0.105
H -1.91594 -0.48563 1.52856 0.098
H -3.70558 -0.91080 1.62351 0.100
H -3.87631 0.81057 -0.66942 0.116
H -2.33639 1.45616 0.10782 0.090
H -3.42190 2.23274 1.89305 0.060
H -4.54258 1.03549 1.97585 0.051
H 3.13786 1.95528 -0.77219 0.134
H 3.47856 2.31489 -2.53189 0.160
H 0.64200 3.95613 1.13664 0.103
H 2.26295 3.01413 0.83652 0.080
H 0.74284 2.12523 1.33364 0.090
```

The value obtained for the lowest unoccupied orbital energy is 0.009 Ha. The energy comes out at -28965.3324 eV. For the HOMO-LUMO gap, the calculation gives 9.33 eV. Its SMILES is CC[C@@H](F)[C@](F)(CCCCCN)OC(=O)COC(C)=O.

# 3
Molecular formula: C6H9NOS
Method: DFT, wB97M-V/def2-TZVPD

Geometry as XYZ:
```
18
Properties=species:S:1:pos:R:3:lowdin_charge:R:1
C -1.26780 -1.94433 1.62560 0.063
C 0.09416 1.28085 1.54129 -0.012
C -0.63630 -1.00946 2.46561 -0.210
C 0.08588 0.01984 1.86504 -0.251
C 0.29819 -0.13376 -1.68098 -0.618
C 0.10018 0.94945 -2.77126 -0.001
N 1.40687 0.05831 -0.86965 -0.433
O -0.49382 -0.98277 -1.47664 0.056
S 1.79913 -0.96897 0.35689 0.782
H -2.00836 -2.67932 2.04340 0.076
H -1.01576 -1.81553 0.55784 0.033
H 0.79071 1.52898 0.76689 0.025
H -0.58316 2.02403 1.95627 0.079
H -0.49292 -1.00803 3.56500 0.111
H 0.26969 0.51944 -3.68712 0.028
H -1.00478 1.33993 -2.72253 0.119
H 0.80752 1.90089 -2.63688 0.114
H 1.85056 0.92047 -0.89878 0.038
```

As for the energy above the lowest of the compared OMol25 structures with the same formula, charge and spin: 2.834 eV. The value obtained for the lowest unoccupied orbital energy is -0.021 Ha. The energy comes out at -20736.8256 eV. For the HOMO-LUMO gap, the calculation gives 7.62 eV.

# 4
Molecular formula: C33H64As2ClEuFN4O11PSi4
Method: DFT, wB97M-V/def2-TZVPD

Geometry as XYZ:
```
122
Properties=species:S:1:pos:R:3:mulliken_spin:R:1
Eu 0.97484 0.55367 -1.13797 4.038
C 0.11425 5.14160 1.13050 0.094
As -1.41546 4.83944 -0.02187 0.767
C -0.73044 5.90440 -1.47396 0.036
C -2.64960 6.25837 0.54143 0.033
C -2.25421 7.57151 0.45767 0.015
C -3.26755 8.56079 0.49279 0.013
C -4.57578 8.14156 0.77200 -0.002
C -4.87003 6.84642 1.21910 0.004
C -3.90209 5.84064 0.97415 -0.048
As -4.66844 4.01332 0.80929 0.013
C -5.69153 4.21871 2.51593 0.010
C -3.41369 2.89394 1.90236 0.026
H -0.21585 4.97709 2.14548 -0.004
H 0.43920 6.21586 1.08406 0.039
H 0.95678 4.56248 0.81484 -0.012
H -0.78134 6.97606 -1.42091 0.021
H -1.12173 5.56297 -2.41961 0.006
H 0.32242 5.60579 -1.51602 -0.001
H -1.18155 7.73343 0.47120 0.000
H -3.13263 9.61347 0.23061 0.003
H -5.37763 8.85879 0.64151 0.000
H -5.81542 6.53121 1.66145 -0.001
H -5.05293 4.64079 3.29502 0.001
H -6.05043 3.24622 2.84068 -0.001
H -6.54772 4.85791 2.37389 -0.001
H -4.05767 2.38731 2.70227 0.003
H -2.68256 3.53946 2.37573 -0.001
H -2.94498 2.09946 1.27058 -0.009
O -1.44699 3.75971 -3.84714 0.003
H -0.74091 3.09896 -3.64372 0.001
H -2.02654 3.49890 -4.58370 0.000
F -0.90436 1.09614 -0.04970 0.017
O 0.76042 -1.54888 -1.65484 0.000
N -0.70030 -3.07909 -3.53643 0.001
Cl 2.30427 0.38191 -6.15994 0.000
C 2.87842 1.57286 -4.83325 0.004
C 2.17616 1.14868 -3.55115 -0.014
O 0.93018 1.37810 -3.47603 -0.001
O 2.75883 0.52134 -2.58364 0.000
H 2.58488 2.58549 -5.13998 0.000
H 3.97006 1.50802 -4.73867 0.000
O 8.05163 3.05973 -0.61430 -0.009
N 7.71331 2.25341 0.25194 0.001
O 8.41836 1.47451 0.85456 0.000
C 6.29333 2.07495 0.50782 -0.050
C 5.35246 2.85047 -0.20843 0.219
C 3.98618 2.58918 0.05644 -0.095
C 3.57307 1.45451 0.86310 0.047
O 2.54786 0.71422 0.63793 0.018
C 4.55892 1.04399 1.74371 -0.020
C 5.93372 1.23172 1.53072 0.113
N 4.20914 0.44470 3.03785 0.002
O 5.10545 -0.11817 3.70336 -0.003
O 3.05258 0.59036 3.50080 0.007
N 3.04176 3.39035 -0.61413 0.317
O 1.80980 2.99837 -0.53824 0.059
O 3.35285 4.49076 -1.11203 0.306
H 5.67199 3.52726 -0.97773 0.022
H 6.66292 0.69488 2.14589 0.010
C -0.63978 -1.56807 -5.97088 0.000
Si -1.71681 -2.10373 -4.56212 0.000
C -3.48088 -2.73099 -5.13373 0.000
C -2.39078 -0.68191 -3.41951 0.001
Si -0.44669 -2.45747 -1.94315 0.002
Si -1.24011 -3.67683 -0.29293 0.000
C -2.48465 -4.95570 -0.89032 0.000
C -2.14834 -2.32302 0.66527 0.000
C 0.25443 -4.39565 0.57780 0.000
Si -0.33171 -4.74441 -4.02024 0.000
C 1.30536 -5.23325 -3.24123 0.000
C 0.02958 -4.60136 -5.84050 0.000
C -1.67632 -6.06336 -3.80566 0.000
H 0.39663 -1.65162 -5.70700 0.000
H -0.74794 -0.52590 -6.29443 0.000
H -0.80029 -2.19519 -6.86185 0.000
H -4.21984 -2.76357 -4.33810 0.000
H -3.50780 -3.71189 -5.60763 0.000
H -3.82127 -2.06448 -5.89740 0.000
H -3.18567 -0.05216 -3.86843 0.000
H -1.56811 -0.01882 -3.19176 0.000
H -2.82241 -1.06373 -2.50036 -0.001
H -3.08314 -5.34657 -0.09869 0.000
H -1.89950 -5.76164 -1.29786 0.000
H -3.08695 -4.43872 -1.65329 0.000
H -3.10719 -1.97052 0.23831 0.000
H -1.47912 -1.44294 0.92132 0.000
H -2.27251 -2.85932 1.64919 0.000
H 1.12682 -4.55453 -0.06065 0.000
H -0.00633 -5.30784 1.14855 0.000
H 0.70223 -3.67876 1.28381 0.000
H 1.13097 -5.96880 -2.44145 0.000
H 1.91211 -4.42028 -2.80065 0.000
H 1.89294 -5.67703 -4.06394 0.000
H -0.69236 -5.19212 -6.53135 0.000
H 1.03580 -4.93898 -6.09225 0.000
H -0.19736 -3.56957 -6.18045 0.000
H -1.29420 -6.78639 -3.08679 0.000
H -1.84795 -6.57113 -4.78062 0.000
H -2.60372 -5.63650 -3.51073 0.000
C -0.58314 -4.77480 6.27961 0.000
C -0.63501 -3.60573 5.34455 0.000
P 0.92105 -2.61980 5.09107 0.000
C 2.22432 -3.96695 5.15465 0.000
C 3.48032 -3.40498 4.55885 0.000
C 1.20515 -1.78785 6.74785 0.000
C 1.45237 -0.25974 6.61035 0.000
H -1.53916 -5.24731 6.32824 0.000
H -0.35935 -4.44722 7.24800 0.000
H 0.16271 -5.53681 6.05177 0.000
H -1.43170 -2.91318 5.56387 0.000
H -0.82834 -3.99194 4.32392 0.000
H 1.77486 -4.79911 4.63098 0.000
H 2.43130 -4.24567 6.23512 0.000
H 4.01070 -2.73664 5.23121 0.000
H 4.24039 -4.20222 4.36378 0.000
H 3.28578 -2.79418 3.67550 0.000
H 2.11518 -2.19635 7.12000 0.000
H 0.32271 -2.04628 7.34321 0.000
H 2.17265 0.04643 7.36586 0.000
H 0.54553 0.30009 6.90928 0.000
H 1.75887 0.05493 5.62077 0.000
```

As for the energy above the lowest of the compared OMol25 structures with the same formula, charge and spin: 4.598 eV. The value obtained for the lowest unoccupied orbital energy (spin up / spin down) is -0.042 / -0.168 Ha. The energy comes out at -260779.9063 eV. For the HOMO-LUMO gap (spin up / spin down), the calculation gives 3.96 / 2.85 eV. As for the spin multiplicity: 7. As for the expectation value of S²: 12.095.

# 5
Molecular formula: C3H14NO5S
Method: DFT, wB97M-V/def2-TZVPD

Geometry as XYZ:
```
24
Properties=species:S:1:pos:R:3:lowdin_charge:R:1
O 0.49486 -0.08362 -2.38106 0.033
C 0.61659 0.59260 -1.39277 -0.279
C 1.87991 0.87343 -0.60411 -0.488
C 1.47772 1.01255 0.84786 -0.689
S 0.92634 -0.60766 1.53051 0.245
N 2.87226 -0.14617 -0.94363 0.023
H -0.25744 1.15691 -1.01114 0.104
H 2.22417 1.83828 -0.99086 0.130
H 2.23999 1.49598 1.46385 0.049
H 0.62956 1.69351 0.93711 0.018
H 2.36830 -0.92304 -1.34615 0.034
H 3.27514 -0.52352 -0.09321 0.043
H -1.69784 -1.99436 0.48012 -0.009
H -2.74942 -1.05797 1.15374 0.004
O -2.39992 -1.95015 1.13583 -0.086
H 0.73662 -2.95073 -1.81756 0.019
H -0.37355 -3.82307 -1.40918 0.027
O 0.30060 -3.76855 -2.09812 -0.070
H -1.69844 1.30061 1.61440 -0.019
H -1.02770 1.44786 2.90123 0.030
O -1.56545 1.97906 2.29360 -0.093
H -2.82120 2.04263 0.49947 0.020
H -2.44744 0.80350 -0.42578 0.018
O -3.00369 1.59192 -0.34415 -0.065
```

As for the energy above the lowest of the compared OMol25 structures with the same formula, charge and spin: 1.050 eV. The value obtained for the lowest unoccupied orbital energy is 0.117 Ha. The energy comes out at -25902.1070 eV. For the HOMO-LUMO gap, the calculation gives 6.90 eV. As for the charge: -1.

# 6
Molecular formula: C4H8N4S
Method: DFT, wB97M-V/def2-TZVPD

Geometry as XYZ:
```
17
Properties=species:S:1:pos:R:3:lowdin_charge:R:1
C 2.92245 -0.30716 1.11464 -0.193
C 1.33267 -0.46416 2.42062 -0.273
C -0.87510 0.51850 -1.72500 -0.194
C -0.94440 0.24649 -0.25035 -0.539
N 3.32616 0.22274 2.26801 0.008
N 2.25165 0.10817 3.10987 -0.004
N 1.64717 -0.73009 1.11191 -0.192
N 0.84323 -1.32923 0.10078 0.053
S -0.35878 1.56374 0.56720 0.919
H 3.53257 -0.30410 0.29302 0.086
H 0.32062 -0.57041 2.81314 0.111
H -1.16984 -0.37852 -2.40532 0.122
H -1.62640 1.23172 -1.95990 0.052
H 0.07616 0.98825 -2.02052 0.077
H -1.48628 -0.47339 0.36597 0.079
H 1.24995 -1.00322 -0.80441 0.045
H -0.58516 1.21983 1.74996 -0.159
```

As for the energy above the lowest of the compared OMol25 structures with the same formula, charge and spin: 2.703 eV. The value obtained for the lowest unoccupied orbital energy (spin up / spin down) is -0.022 / -0.031 Ha. The energy comes out at -21068.4125 eV. For the HOMO-LUMO gap (spin up / spin down), the calculation gives 7.89 / 7.17 eV.